{
  "formula": "C27H23NOS4SbSe4W",
  "method": "ωB97M-V/def2-TZVPD",
  "gap_ev": 5.075,
  "total_charge": 3,
  "e_lumo_ev": -11.071,
  "e_tot_ha": -12677.58827,
  "de_lowest_kcal_mol": 28.0,
  "species": ["W", "S", "C", "C", "C", "C", "C", "C", "S", "C", "C", "C", "C", "C", "C", "C", "S", "C", "C", "C", "C", "C", "C", "S", "N", "H", "H", "H", "H", "H", "H", "H", "H", "H", "H", "H", "H", "H", "H", "H", "C", "C", "O", "C", "C", "C", "C", "C", "C", "H", "H", "H", "H", "H", "H", "H", "H", "Se", "Sb", "Se", "Se", "Se"],
  "coordinates": [[0.00663, -0.06660, 0.00341], [-1.47164, -0.64605, 1.73106], [-1.09144, -2.23209, 2.38562], [-1.80197, -2.70640, 3.48345], [-1.39364, -3.88199, 4.09610], [-0.27938, -4.57700, 3.63846], [0.42522, -4.11301, 2.53830], [0.00018, -2.94700, 1.91384], [0.76327, -2.47251, 0.39084], [-0.22645, -3.49557, -0.71771], [-1.57751, -2.92089, -0.99316], [-2.65307, -3.75106, -1.25798], [-3.81987, -3.19850, -1.75762], [-3.82355, -1.85037, -2.07950], [-2.70528, -1.08857, -1.79474], [-2.57818, 0.28356, -2.38248], [-1.62856, 1.36485, -1.28993], [-0.26074, 1.98053, -2.24689], [-0.29413, 3.29128, -2.70259], [0.81824, 3.81533, -3.34450], [1.98092, 3.05682, -3.47382], [2.02964, 1.75779, -3.00439], [0.89710, 1.18470, -2.41231], [0.84379, -0.55435, -2.15469], [-1.63571, -1.58927, -1.15008], [-2.65392, -2.15789, 3.86361], [-1.94455, -4.25269, 4.94995], [0.03962, -5.48172, 4.13705], [1.28937, -4.65239, 2.17006], [-0.26783, -4.49063, -0.27805], [0.33492, -3.56529, -1.65417], [-2.56300, -4.81610, -1.09356], [-4.68760, -3.81523, -1.94950], [-4.67406, -1.39602, -2.56912], [-3.54663, 0.75338, -2.54445], [-2.05097, 0.22401, -3.33653], [-1.18475, 3.89266, -2.56978], [0.78267, 4.82042, -3.74322], [2.84730, 3.48139, -3.96317], [2.92201, 1.15927, -3.13269], [-0.14083, 4.13430, 0.71099], [-0.14507, 2.88193, 1.52038], [-0.21270, 1.79457, 0.87459], [-0.09670, 2.91529, 2.95716], [-0.18619, 4.15529, 3.62305], [-0.09113, 4.21452, 4.99728], [0.10214, 3.04285, 5.72676], [0.19166, 1.81191, 5.08469], [0.08844, 1.74176, 3.70981], [0.10204, 3.90505, -0.32079], [0.57565, 4.85248, 1.10199], [-1.13420, 4.59141, 0.75293], [-0.34735, 5.06960, 3.06974], [-0.17155, 5.16466, 5.50684], [0.18206, 3.09273, 6.80510], [0.34597, 0.91168, 5.66302], [0.15698, 0.78533, 3.21267], [3.36126, 3.98359, 2.50150], [3.56457, 1.57188, 2.93971], [3.56043, 0.14076, 4.75635], [5.18169, 2.67261, 1.45503], [2.13263, 0.10858, 1.04215]],
  "atomic_forces_ev_per_a": [[-0.53, 0.08, -0.10], [0.19, 0.02, -0.04], [-0.03, 0.00, 0.00], [0.00, 0.01, 0.00], [0.02, -0.02, 0.00], [-0.03, 0.02, 0.02], [0.01, 0.02, -0.03], [-0.02, -0.05, 0.04], [0.04, -0.03, -0.05], [-0.01, 0.00, 0.00], [0.00, -0.02, 0.00], [0.00, 0.01, 0.01], [0.01, 0.01, 0.00], [-0.01, 0.00, 0.00], [0.00, -0.01, 0.00], [-0.01, 0.01, 0.01], [-0.02, 0.00, -0.03], [0.03, 0.01, 0.00], [-0.02, -0.01, 0.00], [0.03, -0.02, 0.00], [-0.01, 0.03, 0.00], [0.01, -0.02, 0.02], [0.03, 0.03, -0.01], [0.06, -0.09, 0.16], [-0.02, 0.03, 0.01], [0.00, 0.01, -0.01], [0.00, 0.00, 0.00], [0.00, 0.00, 0.00], [0.00, 0.00, -0.01], [0.01, 0.00, 0.00], [0.00, 0.00, 0.00], [0.00, 0.00, 0.00], [0.00, 0.00, 0.00], [0.00, 0.00, 0.00], [0.00, 0.01, 0.00], [0.00, -0.01, 0.00], [-0.01, -0.01, 0.00], [-0.01, 0.00, 0.00], [0.00, 0.00, 0.00], [-0.01, -0.01, 0.00], [0.06, -0.01, 0.04], [-0.10, 0.01, 0.03], [0.03, 0.00, -0.06], [0.02, 0.06, 0.02], [0.00, -0.03, 0.00], [-0.01, -0.04, 0.00], [-0.01, 0.04, 0.01], [-0.01, -0.01, -0.02], [-0.03, 0.01, 0.03], [0.01, 0.02, 0.01], [-0.02, 0.02, -0.01], [-0.01, -0.01, 0.00], [0.00, 0.01, -0.01], [0.00, 0.00, 0.00], [-0.01, 0.00, 0.00], [0.00, 0.00, -0.01], [0.01, -0.01, -0.01], [0.00, -0.03, -0.07], [-0.18, 0.00, -0.01], [0.09, -0.09, 0.09], [-0.01, 0.03, 0.00], [0.43, 0.01, -0.06]],
  "mulliken_charge": [0.270, -0.185, 0.953, -0.971, -0.668, -0.678, -0.713, 0.488, -0.006, -0.965, 0.679, -1.075, -0.653, -0.921, 0.562, -0.971, 0.181, 0.602, -1.111, -0.498, -0.723, -0.918, 1.208, -0.209, 0.649, 0.563, 0.450, 0.465, 0.561, 0.668, 0.441, 0.525, 0.490, 0.498, 0.620, 0.389, 0.517, 0.473, 0.476, 0.544, -1.303, 0.347, 0.240, 1.073, -0.503, -0.897, -0.533, -1.150, -0.133, -0.081, 0.544, 0.412, 0.452, 0.472, 0.456, 0.575, 0.550, -0.142, 1.150, -0.265, -0.141, -0.128]
}

---

{
  "formula": "C20H35N3O4RuSSi2Te",
  "method": "ωB97M-V/def2-TZVPD",
  "s2": 6.009,
  "gap_ev": [7.867, 6.313],
  "spin_multiplicity": 5,
  "total_charge": 2,
  "e_lumo_ev": [-6.500, -8.455],
  "e_tot_ha": -2587.68791,
  "de_lowest_kcal_mol": 10.6,
  "species": ["Ru", "C", "Si", "C", "C", "C", "C", "C", "C", "C", "Si", "C", "C", "H", "H", "H", "H", "H", "H", "H", "H", "H", "H", "H", "H", "H", "H", "H", "H", "C", "Te", "C", "H", "H", "H", "H", "H", "H", "C", "C", "S", "O", "O", "C", "C", "N", "C", "N", "C", "C", "N", "O", "O", "C", "H", "H", "H", "H", "H", "H", "H", "H", "H", "H", "H", "H", "H"],
  "coordinates": [[0.88548, 0.16868, 1.64262], [-1.51921, 0.36129, 3.33593], [-1.13493, -1.09726, 2.21636], [-2.35329, -1.28891, 0.85240], [-0.64356, -2.65607, 3.05966], [-1.58262, -3.65374, 3.33608], [-1.18895, -4.82724, 3.96377], [0.14354, -5.02237, 4.30322], [1.08699, -4.04030, 4.03005], [0.70520, -2.85246, 3.40469], [1.94101, -1.52197, 3.05718], [2.67204, -0.78442, 4.58409], [3.23281, -1.91284, 1.76725], [-2.54862, 0.21332, 3.68928], [-1.50233, 1.33398, 2.83401], [-0.86856, 0.39571, 4.21071], [-3.10742, -2.01292, 1.17737], [-1.89588, -1.68156, -0.05809], [-2.85809, -0.34650, 0.63246], [-2.62748, -3.51934, 3.07677], [-1.92151, -5.59201, 4.18532], [0.44997, -5.94373, 4.78151], [2.12278, -4.21663, 4.30296], [3.08491, -1.61574, 5.16758], [1.92592, -0.28458, 5.20349], [3.48568, -0.09168, 4.36261], [4.08901, -2.36033, 2.28670], [3.62414, -1.03013, 1.24912], [2.86184, -2.63050, 1.03461], [3.52541, 2.91001, 1.26116], [1.59812, 2.72312, 2.13619], [2.23874, 2.94400, 4.14774], [3.86490, 3.92379, 1.45569], [3.43102, 2.74753, 0.19045], [4.20006, 2.18421, 1.70536], [3.11231, 2.32369, 4.32117], [1.42060, 2.65472, 4.80245], [2.47266, 3.99591, 4.28550], [-3.96084, 2.96436, -6.63171], [-2.98519, 2.70666, -5.48511], [-1.68152, 1.65665, -6.07490], [-0.94177, 2.36073, -7.07939], [-2.22794, 0.34431, -6.31474], [-0.57925, 1.46700, -4.66867], [-1.07429, 0.35239, -3.75476], [-0.18642, 0.16685, -2.58178], [-0.34884, 0.75830, -1.39185], [0.59979, 0.35662, -0.53452], [1.39006, -0.55279, -1.21677], [0.90979, -0.66133, -2.46810], [1.47552, -1.45849, -3.53720], [2.21552, -2.34436, -3.18084], [1.07666, -1.24834, -4.65978], [-1.41449, 1.75049, -1.08717], [-4.78118, 3.58576, -6.27854], [-4.37538, 2.02994, -7.00656], [-3.46457, 3.48044, -7.45097], [-3.46119, 2.17351, -4.65855], [-2.51218, 3.62393, -5.13011], [-0.48468, 2.43537, -4.17460], [0.37167, 1.19576, -5.12835], [-1.10549, -0.57729, -4.30986], [-2.07550, 0.54510, -3.37588], [2.25495, -1.03962, -0.80020], [-2.40863, 1.34071, -1.26871], [-1.30266, 2.64357, -1.70367], [-1.34464, 2.04707, -0.04212]],
  "atomic_forces_ev_per_a": [[0.03, 0.74, -0.88], [0.04, 0.06, 0.02], [-0.12, -0.24, 0.61], [-0.06, 0.09, -0.28], [-0.03, -0.24, -0.03], [0.05, -0.01, 0.02], [-0.01, 0.03, -0.01], [0.02, 0.01, 0.00], [-0.04, -0.01, 0.00], [-0.08, -0.16, 0.13], [-0.04, -0.54, 0.13], [0.04, 0.23, 0.07], [0.05, 0.01, -0.10], [0.03, 0.01, -0.01], [-0.06, 0.02, 0.03], [-0.05, 0.02, 0.03], [0.00, 0.04, -0.04], [-0.05, -0.03, 0.02], [-0.01, -0.06, -0.03], [0.03, -0.03, 0.00], [0.01, 0.00, 0.00], [-0.01, 0.02, -0.01], [-0.04, 0.00, 0.00], [0.00, 0.05, 0.01], [0.04, -0.03, 0.04], [0.00, -0.02, 0.05], [-0.03, 0.01, -0.05], [0.05, -0.04, 0.00], [0.04, 0.02, -0.02], [-0.01, -0.06, -0.01], [-0.01, 0.52, 0.07], [-0.03, -0.05, 0.02], [0.01, 0.00, -0.01], [0.01, 0.01, 0.01], [0.02, 0.01, -0.01], [0.00, 0.00, 0.01], [0.01, 0.01, 0.00], [0.01, -0.01, 0.03], [-0.04, 0.02, 0.04], [-0.05, -0.02, -0.09], [0.00, -0.15, -0.15], [-0.03, -0.04, 0.05], [0.06, 0.13, -0.02], [-0.01, -0.09, 0.09], [0.11, 0.13, -0.06], [-0.11, -0.03, -0.23], [0.03, 0.21, 0.21], [0.26, -0.65, 0.17], [-0.07, 0.22, 0.12], [0.18, 0.19, -0.23], [-0.83, -0.67, 0.13], [0.38, 0.19, 0.01], [0.25, 0.25, -0.14], [0.03, -0.08, 0.02], [0.00, 0.01, 0.01], [0.01, 0.00, 0.02], [0.02, 0.00, 0.01], [-0.02, 0.08, 0.01], [-0.06, 0.00, 0.00], [0.04, -0.03, 0.01], [0.04, 0.03, 0.06], [-0.03, -0.04, 0.02], [0.01, 0.04, 0.08], [-0.02, -0.03, 0.04], [0.01, 0.00, 0.01], [0.00, -0.01, 0.00], [-0.01, 0.02, 0.01]],
  "mulliken_charge": [0.408, -1.166, 0.697, -1.034, 0.751, -0.789, -0.713, -0.764, -0.615, 0.419, 0.713, -1.038, -1.330, 0.401, 0.373, 0.325, 0.446, 0.313, 0.275, 0.349, 0.434, 0.423, 0.413, 0.416, 0.369, 0.258, 0.455, 0.438, 0.361, -1.067, 0.295, -1.010, 0.403, 0.335, 0.345, 0.312, 0.342, 0.384, -1.319, -0.344, 1.206, -0.653, -0.635, -0.500, -1.343, 0.479, 0.632, -0.155, -0.981, 0.222, 1.060, -0.571, -0.565, -1.566, 0.379, 0.371, 0.371, 0.294, 0.381, 0.410, 0.366, 0.439, 0.473, 0.576, 0.427, 0.399, 0.221]
}

---

{
  "formula": "C39H34GeN5Ti",
  "method": "ωB97M-V/def2-TZVPD",
  "s2": 0.769,
  "gap_ev": [7.014, 7.023],
  "spin_multiplicity": 2,
  "total_charge": 0,
  "e_lumo_ev": [0.684, 0.633],
  "e_tot_ha": -4706.64315,
  "species": ["Ti", "C", "C", "C", "C", "C", "N", "C", "C", "C", "C", "C", "C", "C", "N", "C", "C", "C", "N", "C", "C", "N", "C", "C", "C", "N", "H", "H", "H", "H", "H", "H", "H", "H", "H", "H", "H", "H", "H", "H", "H", "H", "H", "H", "C", "Ge", "C", "C", "C", "C", "C", "C", "C", "C", "C", "C", "C", "C", "C", "C", "C", "C", "C", "C", "H", "H", "H", "H", "H", "H", "H", "H", "H", "H", "H", "H", "H", "H", "H", "H"],
  "coordinates": [[0.22509, 0.21164, -0.07293], [3.45933, -3.14191, -4.86266], [2.38675, -2.57054, -3.96563], [1.30556, -1.85140, -4.47892], [0.33766, -1.31882, -3.64788], [0.37676, -1.50428, -2.26129], [-0.65118, -1.02184, -1.41594], [-1.97558, -1.30553, -1.73300], [-2.38394, -2.33916, -2.58480], [-3.72197, -2.60652, -2.82882], [-4.73450, -1.85951, -2.24128], [-6.19445, -2.13779, -2.50998], [-4.34426, -0.83943, -1.38785], [-3.00984, -0.57926, -1.12290], [-2.70008, 0.48082, -0.20991], [-3.45639, 0.93702, 0.80081], [-2.89676, 2.10268, 1.26249], [-1.75540, 2.27811, 0.46922], [-1.63541, 1.30985, -0.43061], [1.47248, -2.21472, -1.76143], [2.45570, -2.72822, -2.59230], [1.55059, -2.47622, -0.36053], [1.97056, -3.58752, 0.26556], [1.76142, -3.40674, 1.61040], [1.20148, -2.12537, 1.71526], [1.07211, -1.56470, 0.52096], [3.12513, -3.17183, -5.90002], [3.72392, -4.15820, -4.56456], [4.37282, -2.54238, -4.82657], [1.23380, -1.69393, -5.55059], [-0.48979, -0.75418, -4.05970], [-1.62785, -2.95342, -3.05623], [-3.98241, -3.42121, -3.49629], [-6.31511, -2.77069, -3.38996], [-6.75016, -1.21419, -2.68375], [-6.66788, -2.65062, -1.66813], [-5.09974, -0.21083, -0.92780], [-4.33573, 0.39936, 1.11952], [-3.24617, 2.71816, 2.07455], [-1.05406, 3.09107, 0.47214], [3.30352, -3.24385, -2.14814], [2.37225, -4.42190, -0.28762], [1.98973, -4.09609, 2.40745], [0.90868, -1.56096, 2.58246], [0.42485, 1.00118, 1.66818], [2.17790, 1.70100, 1.27671], [1.99086, 2.70688, -0.43951], [1.31042, 2.14918, -1.53059], [1.10379, 2.82541, -2.72111], [1.60148, 4.11343, -2.85661], [2.28687, 4.69987, -1.80023], [2.47057, 4.00663, -0.60656], [3.60224, 0.37925, 0.81732], [4.06289, 0.17899, -0.48699], [4.98989, -0.81903, -0.78483], [5.48541, -1.63591, 0.22213], [5.04479, -1.45204, 1.52814], [4.11220, -0.46151, 1.81424], [2.98997, 2.90385, 2.55796], [2.23370, 3.96579, 3.06571], [2.78120, 4.85506, 3.98313], [4.09220, 4.68603, 4.41390], [4.85215, 3.63450, 3.91970], [4.30541, 2.74935, 2.99461], [0.10630, 1.07650, 2.70957], [0.96804, 1.12023, -1.52526], [0.56896, 2.34885, -3.53242], [1.45293, 4.65626, -3.78248], [2.68646, 5.70185, -1.90757], [3.00032, 4.48459, 0.21087], [3.69722, 0.80124, -1.29404], [5.32672, -0.95100, -1.80765], [6.21081, -2.40813, -0.00578], [5.42367, -2.08559, 2.32273], [3.76146, -0.35355, 2.83815], [1.20474, 4.09628, 2.74376], [2.18654, 5.67733, 4.36410], [4.51996, 5.37365, 5.13357], [5.87574, 3.50401, 4.25125], [4.91487, 1.94320, 2.60315]],
  "atomic_forces_ev_per_a": [[-0.52, 1.44, 1.69], [-0.07, 0.07, 0.04], [0.02, -0.07, -0.13], [0.06, 0.07, -0.03], [0.16, 0.06, -0.11], [-0.79, -0.17, 0.19], [-0.38, -0.72, -0.87], [0.55, 0.11, 0.08], [-0.07, -0.09, -0.10], [0.11, -0.05, -0.03], [-0.14, -0.05, -0.03], [0.09, 0.01, 0.03], [-0.11, 0.07, 0.07], [0.01, 0.36, 0.27], [0.15, -0.22, -0.35], [-0.19, -0.09, 0.06], [0.02, 0.13, 0.04], [-0.46, 0.28, -0.14], [-0.71, 0.19, -0.17], [0.04, -0.15, 0.43], [0.27, 0.02, 0.04], [-0.30, 0.26, -0.45], [0.06, -0.17, -0.03], [-0.07, 0.06, 0.18], [0.10, -0.10, 0.16], [1.11, -1.51, 0.12], [0.00, 0.01, 0.03], [-0.02, 0.04, 0.00], [-0.05, 0.00, 0.02], [-0.01, -0.01, 0.06], [-0.02, -0.05, -0.02], [-0.01, 0.01, 0.00], [0.03, 0.02, 0.01], [0.01, 0.02, 0.02], [0.03, -0.02, 0.01], [0.04, 0.02, -0.02], [0.03, -0.01, -0.04], [0.06, 0.06, -0.03], [0.05, -0.05, -0.05], [0.15, -0.04, 0.08], [-0.09, 0.04, -0.03], [-0.05, 0.07, 0.03], [-0.03, 0.08, -0.08], [0.00, 0.02, 0.03], [0.03, -0.62, -0.09], [0.42, -0.24, -0.50], [0.03, -0.01, -0.15], [0.17, 0.39, 0.23], [0.02, 0.06, 0.01], [0.00, 0.07, 0.00], [-0.01, -0.07, 0.03], [-0.06, 0.00, -0.05], [0.09, -0.14, 0.06], [0.06, -0.09, 0.13], [-0.06, 0.06, 0.05], [-0.05, 0.05, 0.01], [-0.06, 0.06, -0.01], [-0.04, -0.06, -0.08], [-0.13, 0.30, 0.32], [0.16, -0.01, 0.10], [0.00, -0.07, -0.06], [-0.02, -0.03, -0.03], [-0.05, -0.01, -0.04], [-0.03, 0.18, 0.00], [0.14, 0.20, -0.03], [0.38, 0.01, -0.83], [0.00, -0.01, 0.00], [0.03, -0.01, 0.04], [-0.03, -0.03, 0.02], [0.00, 0.00, -0.03], [-0.02, 0.07, -0.03], [-0.01, 0.01, 0.03], [-0.01, 0.02, 0.00], [-0.02, 0.02, -0.03], [0.03, 0.01, -0.04], [0.03, -0.02, 0.01], [0.02, -0.03, -0.01], [-0.01, -0.01, -0.02], [-0.03, 0.00, -0.01], [-0.02, 0.02, 0.02]],
  "mulliken_charge": [-1.196, -1.510, 0.459, -1.069, -0.064, -0.140, 0.307, 0.844, -0.566, -1.166, 0.331, -1.585, -0.449, 0.329, 0.318, -0.070, -1.323, 0.039, -0.495, -0.096, -0.222, 0.020, -0.091, -1.369, -0.750, 1.135, 0.389, 0.373, 0.271, 0.357, 0.649, 0.379, 0.341, 0.368, 0.360, 0.293, 0.520, 0.516, 0.418, 0.498, 0.410, 0.493, 0.435, 0.626, -0.915, 2.714, -0.434, 0.250, -0.627, -0.698, -0.676, -0.701, -0.574, 0.049, -0.660, -0.578, -0.836, -0.075, -0.195, -0.419, -0.603, -0.496, -0.641, -0.314, 0.625, 1.073, 0.506, 0.366, 0.394, 0.412, 0.286, 0.458, 0.397, 0.403, 0.430, 0.335, 0.400, 0.368, 0.399, 0.263]
}